Record 1
DFT (wB97M-V/def2-TZVPD) results for a molecular structure, C5H13Cl2O2PSi in a non-equilibrium geometry.

Structure (XYZ):
```
24
Properties=species:S:1:pos:R:3
C -0.166 -2.272 1.086
C 1.498 1.043 1.772
C 0.190 1.946 -0.813
C 1.857 -0.538 -1.276
C -0.391 -1.070 0.293
O -1.882 -0.140 -1.820
O -1.887 -0.218 0.818
Si 0.826 0.342 0.053
P -2.587 0.162 -0.548
Cl -3.246 2.009 -0.491
Cl -4.356 -0.837 -0.461
H 0.500 -2.801 0.434
H 0.182 -2.089 2.062
H -1.189 -2.745 1.230
H 2.206 1.878 1.535
H 0.670 1.551 2.130
H 1.745 0.284 2.515
H -0.128 1.725 -1.708
H -0.416 2.547 -0.214
H 1.053 2.700 -1.055
H 1.293 -0.809 -2.170
H 2.657 0.101 -1.763
H 2.195 -1.484 -0.818
H -0.624 -1.287 -0.792
```

Properties
Electronic energy: -51703.888 eV
Largest force on an atom: 6.113 eV Å⁻¹
ΔE to the lowest compared entry with this formula, charge and spin: 58.1 kcal/mol
HOMO: -0.3753 Ha
Total charge: 0

---

Record 2
DFT (wB97M-V/def2-TZVPD) results for a molecular structure, C17H44AgMnN4O7 in a non-equilibrium geometry.

Structure (XYZ):
```
74
Properties=species:S:1:pos:R:3
Ag -2.997 -5.548 19.559
Mn -4.212 -9.282 18.426
C -5.053 -6.885 18.121
O -5.036 -7.810 17.308
O -4.601 -5.729 17.992
O -4.560 -7.333 19.156
C -7.603 -10.702 18.190
C -7.375 -9.787 19.411
C -8.251 -10.141 20.630
O -8.237 -9.150 21.724
C -9.285 -9.426 22.576
N -5.944 -9.859 19.735
H -8.659 -10.633 17.930
H -7.259 -11.719 18.379
H -7.001 -10.349 17.352
H -7.465 -8.762 19.053
H -7.954 -11.153 20.905
H -9.246 -10.151 20.184
H -10.204 -9.174 22.047
H -9.159 -8.736 23.410
H -9.228 -10.477 22.860
H -5.877 -10.617 20.399
H -5.847 -9.126 20.423
C -4.181 -11.013 15.329
C -3.330 -11.416 16.521
C -2.151 -10.484 16.719
O -2.515 -9.146 17.014
C -1.466 -8.295 16.793
N -4.116 -11.470 17.719
H -4.641 -10.047 15.536
H -4.990 -11.737 15.230
H -3.632 -11.055 14.389
H -2.909 -12.420 16.483
H -1.407 -10.639 15.939
H -1.506 -10.887 17.500
H -1.713 -7.245 16.946
H -1.077 -8.307 15.774
H -0.624 -8.507 17.452
H -4.692 -12.286 17.572
H -3.465 -11.877 18.375
C -5.528 -4.626 14.344
C -5.379 -6.150 14.093
C -5.704 -6.537 12.653
O -5.634 -7.903 12.311
C -6.764 -8.656 12.731
N -4.116 -6.666 14.457
H -4.940 -4.336 15.215
H -6.542 -4.228 14.320
H -5.101 -4.091 13.496
H -6.108 -6.591 14.772
H -4.934 -6.046 12.057
H -6.634 -6.037 12.382
H -6.511 -9.682 12.464
H -7.713 -8.386 12.269
H -6.910 -8.654 13.811
H -4.131 -7.640 14.193
H -4.260 -6.618 15.456
C -6.358 -2.621 20.801
C -5.001 -3.422 20.881
C -5.171 -4.850 21.490
O -3.902 -5.560 21.701
C -4.075 -6.762 22.442
N -4.246 -3.562 19.623
H -6.136 -1.563 20.660
H -7.081 -2.632 21.617
H -6.873 -2.882 19.877
H -4.410 -3.020 21.704
H -5.876 -5.474 20.940
H -5.554 -4.596 22.478
H -3.175 -7.374 22.500
H -5.006 -7.263 22.178
H -4.236 -6.413 23.462
H -4.059 -2.668 19.193
H -4.767 -4.039 18.899
```

Properties
Electronic energy: -73922.551 eV
Largest force on an atom: 8.639 eV Å⁻¹
Multiplicity: 8
HOMO (spin up / spin down): -0.6097 / -0.6097 Ha
Total charge: +3

---

Record 3
DFT (wB97M-V/def2-TZVPD) results for a gas-phase ion, C3H5BFO2 (charge -1) in a non-equilibrium geometry.

Structure (XYZ):
```
12
Properties=species:S:1:pos:R:3
C -0.331 -0.892 1.119
C 0.600 0.236 0.754
F 0.325 1.364 1.560
B 0.546 0.712 -0.777
C -0.571 0.329 -1.799
O -0.221 -0.445 -2.739
O -1.716 0.795 -1.671
H -1.332 -0.494 1.247
H -0.062 -1.326 2.086
H -0.300 -1.689 0.383
H 1.637 -0.026 0.986
H 1.426 1.437 -1.147
```

Properties
SMILES: C[C@H](F)BC(=O)[O-]
Electronic energy: -10681.649 eV
Largest force on an atom: 1.207 eV Å⁻¹
ΔE to the lowest compared entry with this formula, charge and spin: 2.1 kcal/mol
HOMO: -0.1417 Ha
Total charge: -1

---

Record 4
DFT (wB97M-V/def2-TZVPD) results for a molecular structure, C25H53AlBIO23PS in a non-equilibrium geometry.

Structure (XYZ):
```
106
Properties=species:S:1:pos:R:3
C 1.954 0.510 -1.033
C 1.116 -0.186 -2.146
P -0.211 1.025 -2.688
C -0.465 0.776 -4.547
C -1.874 0.610 -1.833
C -2.129 -0.891 -2.213
S -2.020 -2.081 -0.845
O -0.818 -1.936 0.020
O -1.944 -3.435 -1.493
O -2.737 1.519 -2.515
Al -1.992 3.130 -1.866
B -3.263 4.732 -1.422
C -4.681 4.680 -0.663
O -2.809 6.057 -1.810
O -1.484 2.329 -0.221
C -1.965 1.034 -0.308
I -4.172 1.009 0.025
H 1.272 0.905 -0.259
H 2.413 1.406 -1.488
H 2.730 -0.152 -0.626
H 1.784 -0.322 -3.023
H 0.758 -1.197 -1.879
H 0.257 1.434 -5.046
H -1.503 1.008 -4.828
H -0.259 -0.291 -4.764
H -1.476 -1.286 -3.005
H -3.166 -0.979 -2.603
H -3.188 -2.126 -0.097
H -0.848 3.825 -2.731
H -4.955 5.714 -0.340
H -5.446 4.375 -1.406
H -4.679 4.049 0.235
H -2.318 6.449 -1.092
H -1.659 0.312 0.458
C 1.387 -4.293 -0.187
O 2.386 -4.804 0.708
C 3.610 -4.360 0.461
O 3.926 -3.598 -0.412
O 4.439 -4.910 1.355
C 5.799 -4.514 1.204
H 0.432 -4.719 0.109
H 1.319 -3.210 -0.111
H 1.598 -4.596 -1.212
H 5.904 -3.437 1.338
H 6.185 -4.817 0.231
H 6.370 -5.021 1.979
C 4.862 -4.474 -2.915
O 5.327 -5.553 -3.739
C 4.553 -6.631 -3.698
O 3.549 -6.758 -3.053
O 5.088 -7.556 -4.501
C 4.350 -8.774 -4.548
H 5.568 -3.653 -3.027
H 3.879 -4.137 -3.241
H 4.839 -4.769 -1.880
H 3.345 -8.601 -4.934
H 4.305 -9.237 -3.562
H 4.875 -9.443 -5.226
C 0.550 7.757 3.594
O 1.053 6.733 2.744
C 0.316 5.616 2.748
O -0.683 5.441 3.390
O 0.884 4.747 1.923
C 0.196 3.489 1.821
H 1.224 8.608 3.509
H -0.446 8.066 3.278
H 0.535 7.424 4.632
H -0.807 3.627 1.435
H 0.170 2.988 2.790
H 0.750 2.869 1.123
C -1.091 4.684 -8.833
O -1.056 5.801 -7.952
C -0.905 5.468 -6.664
O -0.802 4.352 -6.240
O -0.887 6.589 -5.951
C -0.733 6.390 -4.536
H -1.216 5.072 -9.842
H -0.156 4.126 -8.785
H -1.935 4.035 -8.600
H 0.215 5.899 -4.317
H -1.561 5.814 -4.129
H -0.732 7.372 -4.070
C -4.999 -2.410 5.242
O -4.492 -3.501 4.473
C -3.259 -3.305 4.006
O -2.588 -2.326 4.185
O -2.903 -4.382 3.311
C -1.591 -4.300 2.746
H -6.001 -2.682 5.566
H -4.380 -2.238 6.122
H -5.059 -1.507 4.635
H -0.839 -4.200 3.528
H -1.525 -3.468 2.045
H -1.407 -5.225 2.205
C 0.428 1.065 9.760
O -0.426 0.044 9.252
C -0.165 -0.299 7.986
O 0.694 0.173 7.296
O -1.024 -1.251 7.632
C -0.864 -1.718 6.286
H 0.124 1.258 10.786
H 1.467 0.735 9.757
H 0.318 1.982 9.183
H 0.126 -2.156 6.148
H -1.028 -0.912 5.576
H -1.607 -2.481 6.120
```

Properties
Electronic energy: -109377.109 eV
Largest force on an atom: 5.407 eV Å⁻¹
HOMO: -0.1599 Ha
Total charge: -1

---

Record 5
DFT (wB97M-V/def2-TZVPD) results for C3H5F2NS in the gas phase in a non-equilibrium geometry.

Structure (XYZ):
```
12
Properties=species:S:1:pos:R:3
C -1.263 -0.936 1.164
C -1.082 -0.012 -0.049
F -2.261 0.589 -0.339
F -0.710 -0.725 -1.140
C -0.059 1.122 0.217
N 1.233 1.070 0.226
S 2.208 -0.288 -0.044
H -1.877 -1.729 0.787
H -0.260 -1.381 1.409
H -1.594 -0.419 2.094
H -0.447 2.122 0.560
H 1.383 -1.291 -0.412
```

Properties
SMILES: CC(F)(F)/C=N\S
Electronic energy: -20951.420 eV
Largest force on an atom: 2.085 eV Å⁻¹
ΔE to the lowest compared entry with this formula, charge and spin: 15.6 kcal/mol
HOMO: -0.3438 Ha
Total charge: 0

---

Record 6
DFT (wB97M-V/def2-TZVPD) results for C5H7N in the gas phase.

Structure (XYZ):
```
13
Properties=species:S:1:pos:R:3
C 2.698 -1.042 -0.149
C 1.655 -0.591 -0.549
C 0.274 -0.188 -0.761
C -0.319 1.197 -0.816
N -0.272 0.458 0.405
C -1.388 -0.099 1.119
H 3.613 -1.426 0.245
H -0.323 -0.928 -1.301
H -1.274 1.288 -1.345
H 0.308 2.084 -0.865
H -1.001 -0.959 1.676
H -2.235 -0.433 0.498
H -1.738 0.641 1.844
```

Properties
SMILES: C#C[C@@H]1CN1C
Electronic energy: -6785.042 eV
Largest force on an atom: 0.509 eV Å⁻¹
ΔE to the lowest compared entry with this formula, charge and spin: 80.0 kcal/mol
HOMO: -0.3401 Ha
Total charge: 0